[1]
C30H36As2GeN3O10Sn | ωB97M-V/def2-TZVPD

Cartesian coordinates (Å):
Sn  2.1541  -0.6095  -1.0827
O  4.5643  6.3375  0.3369
N  5.3981  5.3930  0.4331
O  6.6029  5.6447  0.6958
C  5.0597  4.0433  0.2077
C  6.0562  3.1328  0.5015
C  5.8429  1.7383  0.2836
C  6.8261  0.7887  0.5758
C  6.4887  -0.5504  0.4117
C  5.2801  -0.9549  -0.0194
N  4.2473  -0.0278  -0.2928
C  4.5448  1.3101  -0.1087
C  3.5662  2.2682  -0.4913
N  2.4735  1.8474  -1.1853
C  1.4494  2.7037  -1.4121
C  1.4754  4.0165  -1.0123
C  2.6960  4.5288  -0.4739
C  3.7759  3.6578  -0.1755
H  7.0402  3.4970  0.8458
H  7.8207  1.0781  0.9040
H  7.2769  -1.2714  0.6323
H  5.0431  -2.0246  -0.1320
H  0.6274  2.3058  -1.9456
H  0.5887  4.5855  -1.2813
H  2.8200  5.6296  -0.2796
C  -0.6628  3.6184  2.3965
O  -1.3709  3.0332  1.2477
C  -1.0869  1.7684  0.8262
O  0.0245  1.1916  0.8578
C  -2.1950  1.0630  0.2273
C  -3.2435  1.6525  -0.3557
As  -5.0032  0.9557  0.2694
C  -5.8164  0.8925  -1.6486
C  -4.6614  -1.0112  0.6307
C  -3.5560  -1.7280  0.7424
As  -1.8456  -0.9117  0.2608
C  -2.2602  -1.1717  -1.7026
C  -3.4273  -3.1691  1.2045
O  -3.0092  -4.0766  0.4963
O  -3.7644  -3.3144  2.5210
C  -3.5915  -4.6760  3.0021
C  -6.0267  -1.6087  0.7551
O  -7.0167  -0.9217  1.1075
O  -6.2324  -2.9053  0.3201
C  -6.2499  -3.2025  -1.0969
C  -3.2673  2.8381  -1.2531
O  -2.5345  3.0917  -2.2321
O  -4.1840  3.7317  -0.6795
C  -4.1792  5.1566  -1.0550
H  -1.3658  3.8382  3.1823
H  -0.1002  4.4632  2.0394
H  0.0465  2.8771  2.7848
H  -5.7677  1.8969  -2.0584
H  -6.8546  0.5636  -1.4641
H  -5.2106  0.1185  -2.2053
H  -3.3449  -0.9980  -1.8745
H  -2.0718  -2.2296  -1.9431
H  -1.6277  -0.4550  -2.2361
H  -4.4525  -4.8548  3.6447
H  -2.6196  -4.7060  3.4847
H  -3.6333  -5.4084  2.1338
H  -6.6176  -2.3596  -1.7229
H  -6.9350  -4.0384  -1.3191
H  -5.2597  -3.5554  -1.4577
H  -5.1918  5.3904  -1.4098
H  -3.5209  5.3631  -1.8546
H  -3.9259  5.6949  -0.1348
C  2.4234  -2.5923  1.5757
Ge  2.9167  -3.5896  -0.1006
C  1.1657  -4.5279  -0.2796
C  4.3135  -5.0354  -0.0087
C  3.1525  -2.4975  -1.7301
H  2.7167  -3.0932  2.5034
H  1.3612  -2.4141  1.6114
H  2.8938  -1.6221  1.6507
H  0.8985  -5.0177  0.6797
H  1.2433  -5.2580  -1.0772
H  0.4272  -3.8196  -0.5991
H  3.8682  -5.9542  0.4630
H  5.2210  -4.7868  0.5233
H  4.5629  -5.3783  -1.0434
H  2.5434  -3.0122  -2.4697
H  4.1870  -2.3662  -2.0653

Calculated values
charge = +1
calculated total energy = -8843.7123 Eh
energy relative to the best compared isomer or geometry (same formula, charge and spin) = 0.00 kJ/mol
gap between HOMO and LUMO = 0.22011 Ha
M = 939.794 u
HOMO = -10.5511 eV

Charges computed using Löwdin, reported in e:
1. Sn 1.263
2. O 0.061
3. N -0.273
4. O 0.071
5. C -0.108
6. C 0.111
7. C -0.113
8. C 0.054
9. C -0.033
10. C -0.068
11. N -0.005
12. C -0.124
13. C -0.145
14. N -0.026
15. C -0.118
16. C 0.006
17. C 0.071
18. C -0.057
19. H 0.150
20. H 0.140
21. H 0.131
22. H 0.083
23. H 0.108
24. H 0.125
25. H 0.126
26. C 0.007
27. O -0.044
28. C -0.514
29. O -0.082
30. C -0.341
31. C -0.331
32. As 1.377
33. C -0.234
34. C -0.319
35. C -0.328
36. As 1.309
37. C -0.254
38. C -0.505
39. O 0.071
40. O -0.040
41. C -0.018
42. C -0.466
43. O 0.051
44. O -0.069
45. C -0.036
46. C -0.444
47. O 0.080
48. O -0.116
49. C 0.000
50. H 0.091
51. H 0.081
52. H 0.092
53. H 0.011
54. H 0.019
55. H 0.027
56. H 0.013
57. H 0.028
58. H 0.017
59. H 0.096
60. H 0.093
61. H 0.111
62. H 0.097
63. H 0.097
64. H 0.092
65. H 0.099
66. H 0.067
67. H 0.099
68. C -0.244
69. Ge 0.715
70. C -0.219
71. C -0.216
72. C -0.532
73. H 0.033
74. H 0.001
75. H -0.026
76. H 0.043
77. H 0.018
78. H -0.008
79. H 0.036
80. H -0.004
81. H 0.033
82. H -0.020
83. H -0.019

=====

[2]
C30H36Br2CrN8O5S2 | ωB97M-V/def2-TZVPD

Cartesian coordinates (Å):
Cr  -0.4229  1.0930  -0.2631
Br  -5.3096  0.3264  -4.8594
C  -3.9937  0.5720  -3.5474
C  -4.2455  1.3738  -2.4443
C  -3.2422  1.5129  -1.5072
N  -2.0561  0.9169  -1.6218
C  -1.8097  0.1404  -2.6898
C  -2.7654  -0.0569  -3.6759
C  -0.4813  -0.5099  -2.7191
C  -0.0280  -1.2393  -3.8009
C  1.2351  -1.8182  -3.7240
Br  1.8865  -2.8092  -5.1768
C  1.9944  -1.6585  -2.5847
C  1.4669  -0.9089  -1.5455
N  0.2661  -0.3468  -1.6116
H  -5.1936  1.8747  -2.3158
H  -3.3863  2.1251  -0.6271
H  -2.5758  -0.6914  -4.5274
H  -0.6168  -1.3575  -4.6968
H  2.9737  -2.1025  -2.4875
H  2.0220  -0.7417  -0.6366
C  -3.3709  -1.5110  0.3570
C  -2.1809  -1.2941  1.2185
N  -1.2091  -0.4211  1.0181
C  -0.3158  -0.5809  2.0566
C  -0.7503  -1.5724  2.8841
N  -1.9371  -1.9885  2.3455
C  -0.1738  -2.3317  4.0249
O  1.0213  -1.9760  4.4344
O  -0.8072  -3.2426  4.5008
C  0.9665  0.1595  1.9943
O  1.8162  0.0200  2.8688
O  1.0891  0.8950  0.9431
H  -3.0709  -1.5781  -0.6882
H  -4.0830  -0.6910  0.4595
H  -3.8751  -2.4368  0.6273
H  -2.4632  -2.7622  2.7258
H  1.3933  -1.2150  3.8930
N  -3.6048  5.6554  4.2521
C  -2.7748  5.9524  3.2380
S  -2.2597  7.4606  2.8853
C  -2.3006  4.7720  2.4514
C  -2.0306  3.5461  3.0522
C  -1.5603  2.5058  2.2738
N  -1.3464  2.6232  0.9609
C  -1.6042  3.8045  0.3794
C  -2.0819  4.8904  1.0830
H  -3.9546  6.4062  4.8245
H  -3.9958  4.7372  4.3726
H  -2.1383  3.3973  4.1179
H  -1.3383  1.5476  2.7220
H  -1.3888  3.8519  -0.6792
H  -2.2619  5.8323  0.5858
C  1.8811  3.8445  -0.2567
C  1.4821  3.0802  -1.5166
C  2.5880  2.1277  -1.9452
O  0.2545  2.3936  -1.3507
H  2.8316  4.3631  -0.3984
H  1.9878  3.1556  0.5800
H  1.1348  4.5965  0.0007
H  1.3149  3.7985  -2.3295
H  2.8438  1.4505  -1.1266
H  3.4909  2.6781  -2.2157
H  2.2765  1.5421  -2.8125
C  3.8983  -2.2365  1.1008
N  3.5479  -3.5442  1.6170
C  4.6644  -4.4806  1.6751
C  2.2586  -3.9714  1.6417
S  1.0361  -3.1976  0.7753
N  1.9950  -5.0479  2.4227
C  2.6785  -5.2443  3.6990
C  0.7144  -5.7311  2.3329
H  4.8262  -1.9156  1.5753
H  3.1223  -1.5179  1.3419
H  4.0562  -2.2629  0.0162
H  5.2806  -4.3443  0.7837
H  4.2989  -5.5025  1.6870
H  5.2900  -4.3130  2.5539
H  3.3478  -4.4142  3.9010
H  3.2436  -6.1783  3.7166
H  1.9285  -5.2751  4.4912
H  0.3859  -5.7728  1.2998
H  -0.0488  -5.2212  2.9290
H  0.8434  -6.7439  2.7146

Calculated values
charge = +1
calculated total energy = -8967.9495 Eh
energy relative to the best compared isomer or geometry (same formula, charge and spin) = 0.00 kJ/mol
2S+1 = 4
gap between HOMO and LUMO (alpha / beta) = 0.24975 / 0.24620 Ha
M = 864.607 u
expectation value of S² = 3.771
HOMO (alpha / beta) = -10.2731 / -10.2722 eV

Charges computed using Löwdin, reported in e:
1. Cr 0.857
2. Br 0.842
3. C -0.660
4. C -0.068
5. C -0.089
6. N 0.046
7. C -0.174
8. C -0.029
9. C -0.170
10. C -0.029
11. C -0.654
12. Br 0.834
13. C -0.069
14. C -0.139
15. N 0.053
16. H 0.117
17. H 0.117
18. H 0.110
19. H 0.108
20. H 0.116
21. H 0.086
22. C 0.029
23. C -0.309
24. N 0.089
25. C -0.201
26. C -0.116
27. N 0.205
28. C -0.495
29. O 0.146
30. O 0.107
31. C -0.550
32. O 0.082
33. O -0.096
34. H 0.082
35. H 0.090
36. H 0.093
37. H 0.182
38. H 0.084
39. N 0.097
40. C -0.845
41. S 0.731
42. C -0.216
43. C 0.017
44. C -0.071
45. N 0.008
46. C -0.105
47. C -0.002
48. H 0.107
49. H 0.106
50. H 0.125
51. H 0.112
52. H 0.119
53. H 0.106
54. C -0.042
55. C -0.492
56. C -0.049
57. O -0.331
58. H 0.087
59. H 0.071
60. H 0.071
61. H 0.138
62. H 0.072
63. H 0.088
64. H 0.077
65. C -0.075
66. N -0.207
67. C -0.046
68. C -0.734
69. S 0.771
70. N -0.206
71. C -0.044
72. C -0.090
73. H 0.101
74. H 0.045
75. H 0.086
76. H 0.095
77. H 0.089
78. H 0.096
79. H 0.088
80. H 0.094
81. H 0.098
82. H 0.059
83. H 0.076
84. H 0.095

=====

[3]
C30H36Br2CrN8O5S2 | ωB97M-V/def2-TZVPD

Cartesian coordinates (Å):
Cr  -0.3732  -0.5980  0.0805
Br  3.2746  -5.8277  -1.8936
C  2.2235  -4.3542  -1.4191
C  0.9352  -4.2266  -1.9039
C  0.1983  -3.1264  -1.5036
N  0.6895  -2.1882  -0.6998
C  1.9462  -2.3023  -0.2490
C  2.7402  -3.3854  -0.5717
C  2.4082  -1.2005  0.6359
C  3.6947  -1.1228  1.1374
C  4.0166  -0.0557  1.9596
Br  5.7550  0.1028  2.6351
C  3.0542  0.8870  2.2788
C  1.7920  0.7306  1.7396
N  1.4822  -0.2802  0.9299
H  0.5009  -4.9629  -2.5636
H  -0.8231  -3.0001  -1.8343
H  3.7389  -3.4891  -0.1765
H  4.4408  -1.8633  0.8953
H  3.2751  1.7190  2.9311
H  0.9934  1.4280  1.9540
C  5.1584  -0.6238  -2.2892
C  3.9320  0.1151  -2.6963
N  2.7564  0.0517  -2.1114
C  1.9372  0.9029  -2.8194
C  2.6441  1.4847  -3.8489
N  3.9029  0.9687  -3.7439
C  2.4278  2.4490  -4.9725
O  1.2383  2.9863  -5.1048
O  3.3584  2.6922  -5.7021
C  0.5079  1.1107  -2.4725
O  -0.1773  1.8904  -3.1448
O  0.0285  0.4511  -1.4928
H  4.8934  -1.3768  -1.5506
H  5.8989  0.0480  -1.8519
H  5.6197  -1.1250  -3.1404
H  4.6385  1.2147  -4.3914
H  0.6189  2.6190  -4.4102
N  -7.0077  -2.2233  -1.8588
C  -5.9148  -2.3029  -2.6361
S  -5.9159  -2.8862  -4.1617
C  -4.6476  -1.8381  -1.9788
C  -4.4104  -2.0383  -0.6249
C  -3.2004  -1.6459  -0.0813
N  -2.2501  -1.0557  -0.8119
C  -2.4897  -0.8262  -2.1133
C  -3.6569  -1.2180  -2.7314
H  -7.8910  -2.5030  -2.2522
H  -7.0133  -1.6952  -1.0032
H  -5.1254  -2.5411  0.0118
H  -2.9481  -1.8225  0.9550
H  -1.7172  -0.2999  -2.6542
H  -3.8061  -1.0383  -3.7860
C  -0.6203  -1.0938  3.8305
C  -0.2955  -2.0892  2.7268
C  -0.8217  -3.4789  3.0480
O  -0.8409  -1.6802  1.4992
H  -0.1268  -1.3742  4.7635
H  -1.6984  -1.0599  4.0068
H  -0.2936  -0.0915  3.5493
H  0.8042  -2.1561  2.6508
H  -1.9064  -3.4469  3.1732
H  -0.3825  -3.8671  3.9689
H  -0.5915  -4.1703  2.2365
C  0.2051  3.3150  -0.1350
N  -0.1897  3.4493  1.2590
C  0.6489  4.3327  2.0555
C  -1.2290  2.7660  1.7821
S  -1.7944  1.2840  1.1698
N  -1.8450  3.3151  2.8486
C  -2.0418  4.7602  2.9516
C  -2.7285  2.5335  3.7074
H  0.3904  4.3110  -0.5402
H  -0.5801  2.8352  -0.7068
H  1.1216  2.7289  -0.2298
H  1.6926  4.1011  1.8319
H  0.4710  4.1667  3.1154
H  0.4849  5.3872  1.8250
H  -1.7080  5.2542  2.0445
H  -1.5170  5.1808  3.8104
H  -3.1091  4.9515  3.0691
H  -2.3554  1.5200  3.8085
H  -3.7416  2.4969  3.3010
H  -2.7541  3.0111  4.6863

Calculated values
charge = +1
calculated total energy = -8967.9302 Eh
energy relative to the best compared isomer or geometry (same formula, charge and spin) = 50.71 kJ/mol
2S+1 = 4
gap between HOMO and LUMO (alpha / beta) = 0.26820 / 0.26528 Ha
M = 864.607 u
expectation value of S² = 3.774
HOMO (alpha / beta) = -10.6972 / -10.6953 eV

Charges computed using Löwdin, reported in e:
1. Cr 0.715
2. Br 0.840
3. C -0.661
4. C -0.058
5. C -0.048
6. N 0.051
7. C -0.183
8. C -0.036
9. C -0.196
10. C -0.043
11. C -0.659
12. Br 0.840
13. C -0.060
14. C -0.076
15. N 0.045
16. H 0.119
17. H 0.124
18. H 0.109
19. H 0.107
20. H 0.114
21. H 0.094
22. C 0.011
23. C -0.346
24. N 0.186
25. C -0.112
26. C -0.067
27. N 0.177
28. C -0.481
29. O 0.146
30. O 0.111
31. C -0.550
32. O 0.054
33. O -0.168
34. H 0.057
35. H 0.089
36. H 0.089
37. H 0.174
38. H 0.076
39. N 0.096
40. C -0.844
41. S 0.720
42. C -0.217
43. C 0.015
44. C -0.096
45. N -0.039
46. C -0.073
47. C -0.001
48. H 0.105
49. H 0.107
50. H 0.122
51. H 0.110
52. H 0.113
53. H 0.107
54. C -0.053
55. C -0.537
56. C -0.045
57. O -0.374
58. H 0.087
59. H 0.085
60. H 0.047
61. H 0.125
62. H 0.083
63. H 0.084
64. H 0.077
65. C -0.043
66. N -0.208
67. C -0.047
68. C -0.703
69. S 0.833
70. N -0.201
71. C -0.037
72. C -0.073
73. H 0.110
74. H 0.065
75. H 0.090
76. H 0.095
77. H 0.095
78. H 0.098
79. H 0.091
80. H 0.098
81. H 0.101
82. H 0.054
83. H 0.097
84. H 0.097

=====

Question: Which formula does entry 2 have?
Answer: C30H36Br2CrN8O5S2